Here is one molecule with the formula C5H7NO from the Open Molecules 2025 dataset. Energies are from the ωB97M-V functional and the def2-TZVPD basis.

Geometry as XYZ:
```
14
Properties=species:S:1:pos:R:3:forces:R:3
O 0.30634 1.49666 1.83534 -0.456 -0.192 -0.067
N -0.52100 0.49735 -0.75980 0.098 0.263 0.163
C -0.06871 -1.62059 -0.13328 0.201 -0.133 0.082
C -0.71386 -0.85274 -1.23906 -0.099 -0.074 -0.251
C -1.05801 -0.52336 0.13783 -0.333 -0.053 0.044
C 0.78491 1.00280 -0.46598 -0.031 0.160 0.024
C 1.09320 1.50988 0.72565 0.227 0.034 -0.091
H -2.03677 -0.48289 0.60210 0.205 -0.114 -0.149
H 1.49010 1.11054 -1.28213 -0.187 -0.081 0.004
H -0.40062 -2.64355 0.03376 0.006 0.135 -0.056
H -1.37390 -1.11072 -2.05646 0.182 0.001 0.170
H 2.03667 2.01612 0.90402 -0.114 -0.153 -0.045
H -0.52309 1.02684 1.62961 0.480 0.284 0.096
H 0.98472 -1.42634 0.06839 -0.180 -0.076 0.077
```
Forces are in eV/Å.

Summary:
* charge: 0
* multiplicity: 1
* E_HOMO: -8.180 eV
* DFT total energy: -8832.342 eV
* LUMO energy: 1.035 eV
* ΔE to the lowest compared entry with this formula, charge and spin: 372.5 kJ/mol
* orbital gap: 0.3386 hartree
* SMILES: O/C=C\N1[C@@H]2C[C@@H]21

---

Here is one molecule with the formula C25H31N5O4S from the Open Molecules 2025 dataset. Energies are from the ωB97M-V functional and the def2-TZVPD basis.

Geometry as XYZ:
```
66
Properties=species:S:1:pos:R:3:forces:R:3
S 0.03529 -2.76776 -1.09894 -0.538 -0.045 0.290
O -1.64510 0.76508 1.17063 -0.300 -0.111 -0.003
O 4.50526 2.06565 -1.12322 -0.097 -0.446 0.260
O -5.29305 2.79433 -1.47364 -0.327 0.173 -0.156
O -4.45429 -1.46184 0.59423 -0.149 -0.026 0.231
N -3.51799 2.17477 -0.21808 0.300 -0.081 0.255
N -1.51311 -0.81539 -2.15220 0.226 0.395 -0.568
N 0.48194 1.18412 1.71553 0.166 -0.269 0.065
N -3.62092 -0.36629 -1.22002 0.003 -0.255 0.299
N 3.00529 0.49747 0.68840 -0.153 0.151 -0.040
C 0.15318 -4.63917 0.98953 -0.060 0.001 0.016
C -2.62271 -0.16494 -2.11064 0.382 -0.033 -0.249
C -3.17185 3.49494 0.25352 -0.223 0.162 0.015
C 5.25696 2.85663 -2.00875 0.116 0.134 -0.157
C 6.77153 -0.80097 -0.61721 0.012 -0.032 0.013
C -2.29077 -2.05598 -0.21305 0.517 0.055 -0.455
C -0.62069 -3.56524 0.31012 -0.103 0.329 -0.299
C -3.53140 -1.31992 -0.18315 0.083 -0.044 -0.140
C 1.85702 -0.33396 0.39797 -0.175 -0.116 0.228
C -4.81323 0.44778 -1.29298 -0.576 0.380 -0.078
C -1.36404 -1.76294 -1.20512 -0.353 -0.365 0.579
C -2.56978 3.42669 1.65596 0.185 -0.074 -0.215
C 5.99587 -1.58116 0.21711 0.061 -0.092 -0.058
C 0.84910 -0.20887 1.53992 -0.149 -0.403 -0.333
C 5.04286 0.88359 -0.67597 -0.130 0.009 0.008
C -4.56990 1.93738 -1.00702 0.139 -0.451 -0.121
C -2.62750 -3.60415 1.82677 -0.034 -0.013 0.044
C 2.63302 1.88482 0.80136 -0.099 0.233 0.454
C 1.63616 2.01703 1.96404 0.308 0.326 -0.177
C 4.75746 -1.12129 0.62181 0.066 0.119 -0.139
C -1.84955 -3.09234 0.66116 0.271 -0.107 -0.040
C 6.29589 0.42383 -1.05581 0.049 0.150 -0.097
C 4.25422 0.10558 0.19617 0.300 0.027 -0.072
C -0.78375 1.57785 1.48823 0.136 0.351 0.160
C -1.08167 3.05764 1.68991 -0.335 -0.060 0.094
H 2.11922 1.66595 2.88331 -0.005 0.098 -0.041
H -0.05660 -0.77702 1.32740 0.103 -0.001 0.022
H 6.35564 -2.53794 0.56333 0.032 -0.084 0.038
H -2.05955 -3.47592 2.74769 0.003 -0.030 0.122
H 4.63166 3.72094 -2.22919 0.087 -0.036 -0.023
H -5.28054 0.35951 -2.27719 0.065 0.059 0.129
H 1.10398 -4.79857 0.48882 0.116 -0.117 0.053
H 2.16466 2.26683 -0.11901 0.046 0.032 0.068
H -0.55077 3.62754 0.92295 0.100 0.058 0.078
H 6.91024 1.01032 -1.72032 0.019 0.087 -0.055
H -2.83710 -4.66662 1.70656 -0.048 -0.096 0.063
H 1.37162 -0.01850 -0.54069 0.009 -0.078 0.015
H 4.15811 -1.71622 1.29431 -0.074 -0.008 0.117
H 6.19338 3.19647 -1.55404 -0.030 -0.032 -0.028
H -0.40754 -5.57410 0.98353 0.044 -0.094 0.018
H -3.56407 -3.06165 1.90613 -0.025 -0.073 0.103
H -2.78571 0.60708 -2.85022 -0.161 0.119 -0.015
H -2.67774 4.40820 2.12124 0.009 -0.034 0.007
H -3.13624 2.70768 2.25016 -0.050 0.071 0.062
H -2.46258 3.96608 -0.44031 -0.087 0.085 0.079
H -2.98288 1.41843 0.20728 -0.118 0.021 -0.117
H 0.34159 -4.37197 2.02974 0.074 -0.041 0.066
H -0.68375 3.34531 2.66596 0.130 0.041 -0.093
H 7.74583 -1.13760 -0.93657 0.087 -0.024 -0.026
H 5.47583 2.32457 -2.94007 0.009 0.018 0.043
H -4.08614 4.09638 0.25363 0.155 -0.030 -0.020
H 1.29844 -0.57008 2.47082 0.015 -0.011 -0.044
H 2.16898 -1.37121 0.28800 -0.036 0.074 -0.003
H -5.50742 0.06445 -0.53644 0.129 0.077 -0.220
H 3.51673 2.48236 1.01987 -0.077 0.016 -0.025
H 1.35628 3.05979 2.08957 -0.039 -0.040 0.012
```
Forces are in eV/Å.

Summary:
* charge: 0
* multiplicity: 1
* E_HOMO: -7.922 eV
* DFT total energy: -52905.671 eV
* LUMO energy: 0.493 eV
* ΔE to the lowest compared entry with this formula, charge and spin: 35.6 kJ/mol
* orbital gap: 0.3092 hartree
* SMILES: COc1ccccc1N1CCN(C(=O)CCCNC(=O)Cn2cnc3sc(C)c(C)c3c2=O)CC1

---

Here is C17H24HfN5O2SSe2 as an isolated structure in a non-equilibrium geometry from the Open Molecules 2025 dataset. Energies are from the ωB97M-V functional and the def2-TZVPD basis.

Geometry as XYZ:
```
52
Properties=species:S:1:pos:R:3:forces:R:3
Hf -0.79305 1.11584 -0.13201 0.872 0.021 -0.358
Se -3.65838 -1.00037 1.54669 -0.138 0.140 -0.109
Se -3.52942 0.96471 0.30165 -0.218 -0.088 -0.123
S 1.13037 0.37987 -1.66329 0.066 -0.056 0.212
O -1.35308 2.10048 -1.71875 -0.374 0.726 0.609
O -2.66674 3.76356 -0.91340 -0.097 0.061 -0.088
N -1.50108 2.10994 1.79684 0.232 0.168 -0.040
N 2.93777 -1.56482 -1.89420 0.003 -0.020 -0.030
N 0.73353 -2.25049 -2.04872 -0.178 -0.155 0.011
N 0.53305 3.11354 -0.22480 -0.228 -0.048 -0.140
N -0.81145 -0.89346 0.98168 0.003 -0.392 0.102
C -1.58926 3.39965 -1.25981 -0.044 -0.416 -0.374
C 0.43424 -1.43169 1.15747 -0.090 0.096 0.123
C -3.67585 2.95177 2.40765 0.369 0.052 0.280
C -2.83725 2.14002 1.67945 -0.427 -0.040 -0.241
C 0.98561 -3.67016 -1.74086 -0.034 0.218 -0.016
C -0.93023 2.88511 2.74367 -0.147 -0.062 0.020
C 3.96831 -0.68130 -1.33075 -0.104 -0.097 -0.051
C -1.84137 -1.56784 1.53553 0.089 -0.099 0.070
C -3.07136 3.74599 3.37969 -0.081 0.060 0.022
C -0.27473 4.11267 -1.02896 -0.100 -0.169 0.015
C 0.67678 -2.59349 1.84099 0.037 0.035 -0.022
C -1.69129 3.69874 3.55784 0.044 -0.033 -0.014
C 3.48320 -2.61001 -2.79136 -0.079 0.145 0.127
C -0.40446 -3.29007 2.37222 -0.067 -0.047 0.034
C 1.64155 -1.30164 -1.84467 -0.008 -0.015 -0.118
C -0.63450 -1.97995 -2.50791 0.265 0.008 0.059
C -1.67260 -2.76807 2.21671 0.150 -0.045 0.006
H -0.67813 -1.03546 -3.04118 -0.053 -0.018 -0.018
H 0.21945 4.33850 -1.97224 0.034 0.009 0.035
H 3.87901 -3.45253 -2.22820 0.016 -0.009 -0.006
H -2.52585 -3.28606 2.63787 -0.033 0.040 -0.017
H 0.87377 3.55979 0.62219 0.039 0.015 0.002
H -0.92062 -2.77997 -3.18806 -0.056 0.013 -0.004
H -4.74370 2.96164 2.24146 -0.008 -0.021 -0.013
H 2.71422 -2.93876 -3.48212 0.057 -0.010 -0.036
H 3.56200 -0.09498 -0.51422 0.014 0.046 0.010
H 4.28908 -2.14286 -3.35463 0.021 -0.062 -0.023
H 1.85991 -3.76388 -1.10336 -0.009 -0.028 -0.014
H 1.35521 2.85326 -0.76622 0.118 0.086 0.083
H -0.45983 5.02905 -0.47561 0.131 -0.006 0.040
H -0.26276 -4.21795 2.91169 0.024 0.002 -0.004
H 1.11789 -4.25696 -2.64774 -0.001 -0.047 0.017
H 1.69184 -2.94348 1.96463 0.001 -0.005 -0.003
H 0.14592 2.82365 2.84680 0.001 0.019 0.010
H 4.36435 -0.02600 -2.10627 0.016 0.033 0.026
H -1.20637 4.29769 4.31630 -0.017 0.008 0.006
H 4.77023 -1.31143 -0.95018 0.017 0.028 -0.017
H 0.10779 -4.03608 -1.20874 0.029 -0.074 0.005
H -3.67574 4.39949 3.99671 0.006 0.002 -0.003
H -1.32450 -1.98690 -1.65866 -0.064 0.011 -0.014
H 1.25849 -0.86831 0.74121 -0.002 0.018 -0.023
```
Forces are in eV/Å.

Summary:
* charge: +3
* multiplicity: 1
* E_HOMO: -17.951 eV
* DFT total energy: -172376.132 eV
* LUMO energy: -10.059 eV
* ΔE to the lowest compared entry with this formula, charge and spin: 16.2 kJ/mol
* orbital gap: 0.2900 hartree

---

Here is C3H4AgO3 as an isolated structure in a non-equilibrium geometry from the Open Molecules 2025 dataset. Energies are from the ωB97M-V functional and the def2-TZVPD basis.

Geometry as XYZ:
```
11
Properties=species:S:1:pos:R:3:forces:R:3
Ag 0.36380 -0.86968 -1.27020 -0.267 -3.765 -0.931
O 1.43089 0.71470 -0.94147 1.990 3.405 0.600
O -1.15447 0.40717 -0.46237 -0.911 1.836 2.897
O -1.02821 -3.05311 0.22108 1.818 1.324 -0.211
C 0.05496 -2.31078 0.36949 -1.760 -1.751 -0.569
C -0.54785 1.18669 0.30040 -1.570 0.722 -3.105
C 0.83388 1.61689 -0.10451 0.745 -0.943 0.563
H 0.70598 2.62898 -0.55356 -0.249 -0.126 0.145
H -1.11833 1.82171 1.00113 0.067 -0.503 0.345
H 1.37448 1.80207 0.85235 0.215 -0.041 -0.249
H -0.91511 -3.94465 0.58764 -0.078 -0.158 0.516
```
Forces are in eV/Å.

Summary:
* charge: 0
* multiplicity: 2
* E_HOMO (alpha / beta): -7.695 / -8.033 eV
* DFT total energy: -13310.672 eV
* LUMO energy (alpha / beta): -0.579 / -0.563 eV
* ΔE to the lowest compared entry with this formula, charge and spin: 383.0 kJ/mol
* orbital gap (alpha / beta): 0.2615 / 0.2745 hartree

---

The highest ΔE to the lowest compared entry with this formula, charge and spin belongs to which entry?
C3H4AgO3

---

Among the records above, which one has the lowest ΔE to the lowest compared entry with this formula, charge and spin?
C17H24HfN5O2SSe2

---

Among the records above, which one has the highest DFT total energy?
C5H7NO

---

Please write out number 1 again, unchanged.
Here is one molecule with the formula C5H7NO from the Open Molecules 2025 dataset. Energies are from the ωB97M-V functional and the def2-TZVPD basis.

Geometry as XYZ:
```
14
Properties=species:S:1:pos:R:3:forces:R:3
O 0.30634 1.49666 1.83534 -0.456 -0.192 -0.067
N -0.52100 0.49735 -0.75980 0.098 0.263 0.163
C -0.06871 -1.62059 -0.13328 0.201 -0.133 0.082
C -0.71386 -0.85274 -1.23906 -0.099 -0.074 -0.251
C -1.05801 -0.52336 0.13783 -0.333 -0.053 0.044
C 0.78491 1.00280 -0.46598 -0.031 0.160 0.024
C 1.09320 1.50988 0.72565 0.227 0.034 -0.091
H -2.03677 -0.48289 0.60210 0.205 -0.114 -0.149
H 1.49010 1.11054 -1.28213 -0.187 -0.081 0.004
H -0.40062 -2.64355 0.03376 0.006 0.135 -0.056
H -1.37390 -1.11072 -2.05646 0.182 0.001 0.170
H 2.03667 2.01612 0.90402 -0.114 -0.153 -0.045
H -0.52309 1.02684 1.62961 0.480 0.284 0.096
H 0.98472 -1.42634 0.06839 -0.180 -0.076 0.077
```
Forces are in eV/Å.

Summary:
* charge: 0
* multiplicity: 1
* E_HOMO: -8.180 eV
* DFT total energy: -8832.342 eV
* LUMO energy: 1.035 eV
* ΔE to the lowest compared entry with this formula, charge and spin: 372.5 kJ/mol
* orbital gap: 0.3386 hartree
* SMILES: O/C=C\N1[C@@H]2C[C@@H]21